No. 1
This record from OMol25 describes a molecular structure, C22H19CaCl2N2O7S4. The level of theory is ωB97M-V/def2-TZVPD.

Calculated values
Total energy ... -4676.8109 a.u.
E_HOMO ... -4.712 eV
Charge ... -1

Each line ends with the Mulliken charge.
Positions of all 57 atoms, in Å:
Ca  -1.06  1.47  0.54  1.612
S  2.48  3.15  3.91  -0.381
C  1.29  2.87  2.76  0.219
S  1.47  2.75  1.10  -0.374
S  -0.22  2.80  3.64  -0.017
Cl  -1.22  3.05  -6.95  -0.266
C  -1.08  2.41  -5.33  0.232
C  -0.81  1.05  -5.16  -0.682
C  -0.69  0.54  -3.90  0.472
Cl  -0.36  -1.15  -3.69  -0.219
C  -0.80  1.34  -2.70  -0.427
O  -0.64  0.82  -1.56  -0.187
C  -1.10  2.72  -2.94  1.012
C  -1.33  3.67  -1.87  -0.378
O  -1.36  3.48  -0.66  -0.549
C  -1.22  3.23  -4.24  -1.053
H  -0.71  0.40  -6.02  0.445
H  -1.51  4.70  -2.24  0.193
H  -1.43  4.28  -4.38  0.341
C  -4.63  2.83  1.41  -0.507
O  -4.73  1.43  1.71  -0.420
C  -3.90  0.65  1.03  0.655
O  -3.31  0.99  0.01  -0.627
N  -3.91  -0.61  1.55  -0.082
N  -2.94  -1.52  1.05  -0.458
H  -5.52  3.28  1.83  0.253
H  -4.58  2.99  0.34  0.275
H  -3.73  3.23  1.89  0.166
H  -3.97  -0.57  2.56  0.312
H  -2.96  -2.32  1.67  0.249
H  -2.02  -1.10  1.17  0.227
O  0.33  -0.47  0.97  -0.620
S  1.19  -1.11  -0.07  0.429
C  2.87  -0.86  0.52  0.710
C  3.93  -1.26  -0.28  -0.471
C  5.22  -1.02  0.16  -0.540
C  5.44  -0.38  1.37  -0.458
C  4.36  0.03  2.15  -0.714
C  3.06  -0.22  1.73  -0.396
C  1.08  -2.87  0.28  0.335
C  0.74  -3.28  1.56  -0.319
C  0.65  -4.64  1.82  -0.774
C  0.88  -5.56  0.81  -0.395
C  1.20  -5.13  -0.47  -0.615
C  1.29  -3.78  -0.74  -0.176
H  3.75  -1.73  -1.24  0.362
H  6.06  -1.32  -0.46  0.377
H  6.45  -0.18  1.70  0.376
H  4.52  0.57  3.07  0.376
H  2.22  0.12  2.30  0.436
H  0.56  -2.54  2.33  0.442
H  0.39  -4.98  2.82  0.399
H  0.80  -6.62  1.02  0.377
H  1.36  -5.85  -1.26  0.387
H  1.51  -3.42  -1.74  0.357
O  -1.47  2.55  2.58  -0.271
O  -1.89  1.14  2.58  -0.650

No. 2
This record from OMol25 describes a molecular structure, C12H44BN2O11YZr. The level of theory is ωB97M-V/def2-TZVPD.

Calculated values
Total energy ... -1529.9884 a.u.
E_HOMO ... -13.417 eV
Charge ... +2

Each line ends with the Mulliken charge.
Positions of all 72 atoms, in Å:
Zr  2.05  -1.33  3.59  1.533
Y  -2.02  0.13  3.99  1.215
B  -1.54  -2.19  4.54  0.315
H  -0.80  -1.52  4.95  -0.188
H  -1.14  -2.52  3.59  -0.358
H  -1.60  -2.99  5.26  -0.011
H  -2.57  -1.88  4.58  0.042
O  -2.16  2.27  2.99  -0.760
C  -2.99  2.27  1.84  -0.039
C  -4.06  1.05  1.74  -0.344
O  -3.58  -0.20  2.23  -0.688
H  -2.48  2.32  0.87  0.031
H  -3.52  3.22  1.93  0.455
H  -4.40  0.80  0.73  0.274
H  -4.95  1.41  2.24  0.387
O  2.30  -1.57  1.38  -0.747
C  1.22  -1.13  0.65  0.462
C  0.02  -0.43  1.47  -0.220
O  0.20  -0.37  2.95  -0.586
H  0.96  -1.99  0.03  0.300
H  1.44  -0.51  -0.22  -0.006
H  -0.85  -1.08  1.39  0.635
H  -0.16  0.58  1.10  0.243
C  -2.10  -0.44  -1.77  -0.704
C  -2.21  0.98  -2.22  0.973
C  -1.60  1.38  -3.51  -0.300
O  -1.79  2.86  -3.68  -0.350
C  -1.13  3.42  -4.84  -0.680
N  -3.59  1.43  -2.08  -0.712
H  -2.76  -1.04  -2.39  0.443
H  -2.51  -0.50  -0.76  -0.416
H  -1.07  -0.79  -1.65  0.231
H  -1.74  1.59  -1.45  -0.052
H  -2.07  0.89  -4.36  0.478
H  -0.52  1.27  -3.58  -0.087
H  -1.40  4.48  -4.78  0.260
H  -1.39  2.91  -5.77  0.309
H  -0.05  3.31  -4.82  0.231
H  -3.56  2.38  -2.44  0.365
H  -3.88  1.47  -1.11  0.128
C  4.78  2.97  1.63  -1.502
C  3.47  2.89  0.84  0.370
C  3.73  2.04  -0.39  -0.683
O  2.65  2.03  -1.35  -0.263
C  2.83  1.09  -2.45  -0.543
N  2.44  2.29  1.69  -0.487
H  5.61  3.45  1.11  0.419
H  5.14  2.00  1.98  0.278
H  4.65  3.63  2.49  0.379
H  2.99  3.84  0.62  0.457
H  3.80  1.01  -0.07  0.211
H  4.64  2.30  -0.93  0.502
H  3.08  0.12  -2.01  0.313
H  3.64  1.40  -3.10  0.320
H  1.92  0.99  -3.04  -0.021
H  1.83  3.03  1.99  0.336
H  1.73  1.96  1.06  0.000
O  3.92  -3.29  -0.54  -0.625
H  3.33  -2.65  -0.15  0.233
H  4.79  -2.92  -0.42  0.285
O  -0.95  -3.84  1.65  -0.577
H  -1.81  -3.54  1.35  0.406
H  -0.44  -3.96  0.85  0.290
O  1.06  -4.48  -2.55  -0.613
H  1.03  -4.46  -1.59  0.355
H  0.16  -4.35  -2.82  0.333
O  1.02  -5.14  0.27  -0.741
H  1.67  -4.52  0.62  0.277
H  1.53  -5.75  -0.26  0.322
O  -3.09  -2.81  0.14  -0.655
H  -3.37  -1.91  0.30  0.258
H  -3.81  -3.35  0.47  0.304